# 1
CH2N2OS | ωB97M-V/def2-TZVPD

As for the charge: 0. The energy above the lowest of the compared OMol25 structures with the same formula, charge and spin is 2.612 eV.

Each line ends with the Mulliken charge.
Positions of all 7 atoms, in Å:
1 C -0.87734 -0.71969 -0.99262  0.335
2 N -0.81080 -1.85950 -0.92137  -0.291
3 N 0.99832 0.32010 1.50665  -0.468
4 O -0.02558 1.13214 -2.30150  -0.373
5 S -0.84068 0.94741 -1.11349  0.309
6 H 0.49496 0.91896 2.13315  0.234
7 H 1.06112 -0.73942 1.68918  0.254

***

# 2
C17H15Cl44IO2PSi | ωB97M-V/def2-TZVPD

As for the charge: -1. As for the electronic energy: -21984.0626 hartree.

Each line ends with the Mulliken charge.
Positions of all 81 atoms, in Å:
1 C 3.94658 3.57798 -1.85857  -0.831
2 Si 2.86021 2.14574 -2.55400  0.689
3 C 3.35800 0.52195 -1.59939  -0.468
4 C 3.22535 1.87736 -4.42474  -1.030
5 O 1.18988 2.52346 -2.16331  0.338
6 C 0.63131 3.57418 -3.02814  -0.580
7 C -0.76395 4.23847 -2.45587  -0.039
8 C -2.12623 3.41584 -2.84903  -0.272
9 P -1.93056 1.52316 -2.68904  0.140
10 O -3.50049 0.80167 -2.32160  -0.166
11 I -1.39241 0.61708 -4.95763  -0.462
12 H 3.51938 3.84895 -0.79956  0.065
13 H 3.78689 4.50292 -2.58906  0.228
14 H 5.05492 3.20529 -1.81406  0.331
15 H 2.64008 0.34748 -0.66421  -0.264
16 H 3.39005 -0.41105 -2.32193  0.256
17 H 4.45415 0.66613 -1.18485  0.270
18 H 3.96128 2.73007 -4.82025  0.260
19 H 2.27658 1.77551 -5.10310  0.251
20 H 3.85674 0.87081 -4.52955  0.278
21 H 1.42184 4.46740 -3.07828  0.227
22 H 0.46822 3.22822 -4.15662  0.119
23 H -0.71602 4.45587 -1.29508  -0.075
24 H -0.86569 5.31139 -2.96946  0.284
25 H -2.91792 3.70775 -2.00842  -0.362
26 H -3.84668 0.48659 -3.22586  0.173
27 C 1.35333 -0.41481 2.17471  0.023
28 Cl 0.36903 -0.24529 3.65025  -0.030
29 Cl 2.63121 0.82677 2.16743  -0.044
30 Cl 2.09748 -2.03331 2.13996  -0.110
31 Cl 0.31557 -0.20738 0.74137  0.072
32 C -2.84667 -2.39870 4.74892  0.221
33 Cl -2.59000 -0.68009 5.14298  -0.084
34 Cl -3.76136 -3.17923 6.06372  -0.121
35 Cl -3.76538 -2.52841 3.22786  -0.020
36 Cl -1.26997 -3.20694 4.56120  0.002
37 C -0.14669 3.55966 1.74891  0.026
38 Cl 0.35063 2.50107 3.09309  -0.095
39 Cl -0.79459 5.08517 2.40284  -0.113
40 Cl 1.26174 3.90749 0.71457  -0.070
41 Cl -1.40447 2.74491 0.78526  0.150
42 C -0.74670 -3.87449 -4.11202  0.155
43 Cl 0.75609 -3.19675 -4.78809  -0.091
44 Cl -1.98236 -3.97255 -5.39190  0.010
45 Cl -0.42633 -5.50515 -3.46951  -0.121
46 Cl -1.33409 -2.82350 -2.79868  0.046
47 C 1.05334 -6.73102 5.85972  0.302
48 Cl 0.89886 -5.76675 4.36939  -0.056
49 Cl -0.21904 -6.25220 7.01139  -0.096
50 Cl 0.88017 -8.46062 5.46857  -0.103
51 Cl 2.65329 -6.44444 6.58943  -0.051
52 C 6.45331 -4.55455 5.27736  0.264
53 Cl 8.06145 -3.89384 4.88739  -0.076
54 Cl 5.19401 -3.47085 4.63368  -0.010
55 Cl 6.28029 -6.16852 4.54273  -0.077
56 Cl 6.27756 -4.68494 7.04557  -0.101
57 C -5.24670 4.98117 0.45056  0.139
58 Cl -3.59815 4.90222 1.12197  0.059
59 Cl -5.61055 6.65639 -0.03504  -0.127
60 Cl -5.36091 3.91266 -0.97062  -0.032
61 Cl -6.41708 4.45343 1.68594  -0.097
62 C -5.41710 6.04522 5.62113  0.263
63 Cl -4.42108 5.60635 7.03184  -0.112
64 Cl -4.73770 5.29108 4.15679  0.039
65 Cl -7.08416 5.46698 5.86819  -0.114
66 Cl -5.42536 7.81637 5.42775  -0.107
67 C -6.08415 -0.33554 0.11768  0.156
68 Cl -5.82748 1.38306 0.51174  0.050
69 Cl -6.99884 -1.11607 1.43248  -0.122
70 Cl -7.00287 -0.46526 -1.40338  -0.121
71 Cl -4.50746 -1.14378 -0.07004  -0.014
72 C 8.61584 -5.97636 1.41908  0.305
73 Cl 9.00226 -6.86649 2.91344  -0.081
74 Cl 6.99972 -5.24093 1.56698  -0.033
75 Cl 9.82886 -4.69749 1.15911  -0.091
76 Cl 8.63252 -7.10056 0.03692  -0.098
77 C -3.38415 -3.10270 -9.01380  0.325
78 Cl -3.12748 -1.38410 -8.61975  -0.033
79 Cl -4.29884 -3.88324 -7.69901  -0.107
80 Cl -4.30287 -3.23242 -10.53487  -0.119
81 Cl -1.80746 -3.91094 -9.20153  -0.089

***

# 3
C25H59NPS | ωB97M-V/def2-TZVPD

As for the charge: +1. As for the electronic energy: -1781.9315 hartree.

Each line ends with the Mulliken charge.
Positions of all 87 atoms, in Å:
1 P -6.27031 -1.26865 3.58312  0.332
2 N -7.27355 0.06022 3.63015  -0.394
3 C -6.75269 0.98789 4.27642  0.595
4 S -6.11592 1.97593 5.26157  -0.160
5 H -6.80930 -2.28368 2.79420  0.210
6 H -6.08131 -1.68304 4.90891  0.214
7 H -5.01038 -0.85453 3.12047  0.161
8 C -2.96812 -3.33583 0.91686  -1.312
9 C -1.71447 -2.53367 1.24977  -0.326
10 C -2.01150 -1.14402 1.80756  -0.295
11 C -2.77024 -0.20659 0.86819  0.326
12 C -2.08853 0.05544 -0.47148  -0.866
13 C -0.72949 0.73256 -0.32631  -0.497
14 H -3.55891 -2.85613 0.13412  0.309
15 H -2.70646 -4.33260 0.56299  0.439
16 H -3.60153 -3.45439 1.80373  0.194
17 H -1.08463 -2.45520 0.36114  -0.117
18 H -1.12980 -3.08551 1.98972  0.472
19 H -1.07249 -0.67450 2.10665  0.239
20 H -2.59726 -1.25668 2.73284  0.387
21 H -2.91630 0.75055 1.38275  -0.455
22 H -3.77682 -0.60449 0.68153  0.367
23 H -2.73971 0.69328 -1.07428  0.428
24 H -1.97858 -0.87877 -1.02833  0.302
25 H -0.81905 1.68608 0.19981  0.037
26 H -0.29878 0.93116 -1.30809  0.306
27 H -0.02434 0.10407 0.21980  0.073
28 C 2.04622 -1.90080 -0.49153  -0.954
29 C 3.21911 -2.72966 -1.00443  -0.580
30 C 2.80908 -3.77830 -2.03631  -0.702
31 C 1.82974 -4.83599 -1.52459  -0.664
32 C 2.31196 -5.62719 -0.30964  -0.330
33 C 3.57814 -6.43586 -0.57454  -1.288
34 H 1.31555 -2.51931 0.03448  0.376
35 H 2.39454 -1.13769 0.20783  0.460
36 H 1.53838 -1.39283 -1.31578  0.147
37 H 3.72999 -3.20257 -0.16161  0.361
38 H 3.94966 -2.05998 -1.46566  0.314
39 H 3.70846 -4.26705 -2.41971  0.424
40 H 2.35501 -3.27266 -2.89500  0.254
41 H 1.61687 -5.53348 -2.34049  0.411
42 H 0.87343 -4.36114 -1.28103  0.183
43 H 1.51466 -6.31109 -0.00541  0.413
44 H 2.47688 -4.95541 0.53795  0.214
45 H 3.42757 -7.13517 -1.39912  0.305
46 H 3.85740 -7.01397 0.30709  0.393
47 H 4.42298 -5.79287 -0.82493  0.294
48 C -2.64867 6.61131 3.76650  -1.183
49 C -1.44222 5.81471 3.27815  -0.593
50 C -1.79792 4.73419 2.25851  -0.695
51 C -2.74019 3.64724 2.77574  -0.147
52 C -2.23904 2.89575 4.00871  -0.178
53 C -0.94361 2.12710 3.76344  -1.067
54 H -3.36555 5.97871 4.29405  0.251
55 H -2.33753 7.39609 4.45625  0.398
56 H -3.16574 7.08666 2.93079  0.294
57 H -0.92331 5.37327 4.13356  0.229
58 H -0.73154 6.50230 2.81457  0.423
59 H -0.87553 4.27379 1.89332  0.196
60 H -2.26129 5.20622 1.38710  0.479
61 H -2.91524 2.92878 1.96695  -0.087
62 H -3.71697 4.08789 3.00090  0.425
63 H -3.01210 2.18188 4.32140  0.107
64 H -2.11234 3.58759 4.84550  0.348
65 H -1.08254 1.42288 2.94093  0.094
66 H -0.65085 1.56348 4.65055  0.436
67 H -0.11717 2.79142 3.51123  0.307
68 C 4.04474 1.19071 -2.03568  -0.839
69 C 2.97672 1.64831 -3.02374  -0.395
70 C 2.59355 0.57308 -4.03973  -0.148
71 C 3.73137 0.11005 -4.95045  -0.713
72 C 4.39492 1.21854 -5.76561  -0.516
73 C 3.44351 1.91277 -6.73558  -1.208
74 H 4.98577 0.95357 -2.53375  0.291
75 H 4.25170 1.97160 -1.30221  0.410
76 H 3.71493 0.30234 -1.49276  -0.075
77 H 3.31270 2.55380 -3.53547  0.304
78 H 2.07848 1.92997 -2.46569  0.275
79 H 1.76418 0.94250 -4.64999  0.379
80 H 2.20485 -0.29971 -3.50233  -0.097
81 H 3.33912 -0.64808 -5.63566  0.440
82 H 4.49527 -0.39540 -4.35232  0.266
83 H 5.21936 0.78064 -6.33370  0.409
84 H 4.84495 1.95987 -5.09960  0.226
85 H 3.00422 1.19457 -7.43087  0.293
86 H 3.97300 2.66440 -7.32215  0.389
87 H 2.63087 2.41936 -6.21226  0.275

***

# 4
C28H39N4O6SSiTl | ωB97M-V/def2-TZVPD

As for the charge: 0. The energy above the lowest of the compared OMol25 structures with the same formula, charge and spin is 0.290 eV.

Each line ends with the Mulliken charge.
Positions of all 80 atoms, in Å:
1 Tl 0.34937 1.17330 -0.72561  1.848
2 C -7.01556 0.46188 0.42927  -1.645
3 C -5.55180 0.20607 0.19563  -0.005
4 C -5.06811 -0.98389 -0.24590  -1.112
5 C -3.68231 -1.22129 -0.50832  0.626
6 C -3.43919 -2.43450 -1.15365  -0.567
7 N -2.41003 -2.88602 -1.83840  0.037
8 C -1.25200 -2.12528 -2.30192  1.083
9 C -0.18472 -3.03908 -2.87766  -1.195
10 C 0.41641 -4.01723 -1.86876  -0.756
11 N 0.86447 -3.30549 -0.67984  0.241
12 C 1.05120 -3.83964 0.49748  -0.364
13 C 1.31802 -3.09666 1.65700  0.150
14 C 1.53348 -3.77454 2.88308  -0.626
15 C 1.73710 -3.09983 4.04953  0.199
16 C 1.98064 -3.79363 5.36270  -1.654
17 C 1.70511 -1.68419 3.98384  -0.624
18 C 1.48007 -0.95810 2.84261  0.790
19 C 1.51169 0.50710 2.96495  -0.712
20 N 1.24517 1.33941 2.05211  0.261
21 C 1.39422 2.75054 2.35703  -0.719
22 C 0.05901 3.49189 2.37771  -0.695
23 C -0.63822 3.64641 1.02625  -0.879
24 N -1.17895 2.37393 0.55399  0.002
25 C -2.44297 2.23612 0.57022  -0.471
26 C -3.24913 1.07261 0.24278  1.113
27 C -4.59892 1.23164 0.40216  -0.336
28 C -2.69364 -0.22114 -0.12571  -0.206
29 O -1.48271 -0.48161 0.00071  -0.061
30 C 1.30118 -1.65451 1.58442  0.307
31 O 1.13149 -1.07796 0.48565  -0.353
32 H -7.59213 -0.45697 0.32890  0.366
33 H -7.41197 1.18527 -0.28609  0.332
34 H -7.19299 0.86051 1.42984  0.357
35 H -5.76649 -1.79001 -0.45149  0.293
36 H -4.27377 -3.13081 -1.14984  0.352
37 H -2.53658 -3.79764 -2.25216  0.338
38 H -0.88046 -1.55031 -1.45763  -1.210
39 H -1.56877 -1.38486 -3.03473  0.518
40 H 0.58739 -2.38171 -3.28078  0.258
41 H -0.57570 -3.62256 -3.71641  0.406
42 H 1.25304 -4.55105 -2.32369  0.390
43 H -0.32090 -4.76366 -1.56041  0.469
44 H 0.92170 -2.27194 -0.65395  0.162
45 H 0.96591 -4.92215 0.57079  0.464
46 H 1.53755 -4.86096 2.87910  0.340
47 H 2.01311 -4.87470 5.23225  0.370
48 H 1.19325 -3.56719 6.08457  0.337
49 H 2.92843 -3.48176 5.80563  0.350
50 H 1.86633 -1.13140 4.90628  0.439
51 H 1.81769 0.86322 3.96185  0.176
52 H 2.02056 3.18634 1.57029  -0.164
53 H 1.91393 2.90402 3.31268  0.603
54 H 0.23679 4.49285 2.77793  0.457
55 H -0.62406 2.98412 3.06515  0.264
56 H 0.05552 4.03145 0.27372  0.156
57 H -1.44773 4.37618 1.13200  0.660
58 H -3.03616 3.09078 0.91542  0.262
59 H -4.96099 2.20534 0.72234  0.464
60 O -1.06702 1.57131 -4.56818  -0.907
61 S -0.58261 1.42639 -3.22157  1.101
62 O 0.40915 0.29705 -3.06581  -0.566
63 O 0.08434 2.65470 -2.66950  -0.595
64 O -1.65985 1.10593 -2.21272  -0.488
65 C 5.18619 1.79952 -1.98006  -1.196
66 Si 3.39055 2.35998 -2.07798  0.128
67 C 2.86011 2.29056 -3.85343  -0.960
68 C 3.28409 4.08945 -1.36307  -0.938
69 C 2.52230 1.21786 -0.87170  -0.914
70 H 5.83635 2.47918 -2.53719  0.318
71 H 5.30436 0.80125 -2.40892  0.299
72 H 5.53986 1.76606 -0.94661  0.312
73 H 3.67236 2.61991 -4.50503  0.482
74 H 1.97543 2.90094 -4.03042  0.266
75 H 2.58789 1.26410 -4.11258  0.248
76 H 3.94131 4.78154 -1.89455  0.388
77 H 3.58885 4.07801 -0.31261  0.262
78 H 2.26683 4.48469 -1.42482  0.242
79 H 2.83182 1.40706 0.15667  0.328
80 H 2.71478 0.16779 -1.09482  0.303

***

# 5
C10H11N2S2 | ωB97M-V/def2-TZVPD

As for the charge: +1. The energy above the lowest of the compared OMol25 structures with the same formula, charge and spin is 0.000 eV.

Each line ends with the Mulliken charge.
Positions of all 25 atoms, in Å:
1 C -4.17601 -0.29772 0.03912  -0.542
2 C -3.65780 0.64594 0.92560  -0.639
3 C -3.35794 -0.85533 -0.90587  -0.515
4 C -2.30080 0.99638 0.86839  -0.204
5 C -2.04319 -0.46043 -1.02031  -0.041
6 C 0.57863 1.90129 -0.45418  -0.250
7 C -1.48622 0.43786 -0.08613  0.035
8 C 0.00604 0.70529 -0.12930  -0.156
9 C 2.24598 0.08892 -0.13678  0.551
10 C 5.08951 -0.12762 0.56652  -0.857
11 N 0.95627 -0.31936 0.03668  0.322
12 N 0.60354 -1.63498 0.20006  -0.767
13 S 2.30321 1.76820 -0.50929  -0.067
14 S 3.60114 -1.01027 0.00925  -0.053
15 H -5.14284 -0.49544 0.15138  0.558
16 H -4.28831 1.12561 1.56571  0.493
17 H -3.82276 -1.65956 -1.58171  0.288
18 H -1.89904 1.85454 1.60946  0.228
19 H -1.45600 -0.84689 -1.79055  0.516
20 H 0.06240 2.73256 -0.78711  0.517
21 H 5.59908 -0.88794 1.20590  0.344
22 H 4.89724 0.77451 1.16634  0.325
23 H 5.77232 0.22916 -0.21066  0.340
24 H 1.33191 -2.30979 0.65609  0.303
25 H -0.24339 -1.62874 0.69671  0.268